Model one:
{
  "formula": "CH6N2O2",
  "method": "ωB97M-V/def2-TZVPD",
  "e_homo_ev": [-7.81, -7.81],
  "orbital_gap_ev": [7.7, 7.7],
  "smiles": "C=NO.NO",
  "species": ["C", "N", "O", "H", "H", "H", "N", "O", "H", "H", "H"],
  "coordinates": [[0.1521, 0.2787, -1.5044], [0.6644, -0.7483, -0.8327], [1.8631, -0.3284, -0.2519], [0.8234, 1.0598, -1.8838], [-0.7070, 0.0482, -2.1438], [2.1211, -1.0982, 0.2834], [-0.9165, 0.5329, 1.1110], [-1.2113, -0.5440, 1.9971], [-0.1021, 0.9463, 1.5737], [-0.5941, 0.6886, -0.0554], [-2.0930, -0.8356, 1.7067]]
}

---

Model two:
{
  "formula": "CH6N2O2",
  "method": "ωB97M-V/def2-TZVPD",
  "e_homo_ev": -10.23,
  "orbital_gap_ev": 10.9,
  "smiles": "NC(N)=O.O",
  "species": ["N", "C", "N", "O", "H", "H", "H", "H", "O", "H", "H"],
  "coordinates": [[1.9825, 0.6116, -0.4541], [0.7077, 0.3484, 0.0022], [-0.0869, -0.4099, -0.8138], [0.2669, 0.8133, 1.0390], [2.3360, 0.0396, -1.2001], [2.6303, 0.8505, 0.2789], [-0.9595, -0.6359, -0.3522], [0.2690, -1.0035, -1.5383], [-2.6853, -0.2215, 0.7382], [-2.0567, 0.4976, 0.9145], [-2.4039, -0.8900, 1.3858]]
}

---

Model three:
{
  "formula": "CH6N2O2",
  "method": "ωB97M-V/def2-TZVPD",
  "e_homo_ev": -9.20,
  "orbital_gap_ev": 9.3,
  "smiles": "CN=O.NO",
  "species": ["C", "N", "O", "H", "H", "H", "N", "O", "H", "H", "H"],
  "coordinates": [[-1.6449, -1.0443, 0.1638], [-1.6067, 0.3883, 0.2200], [-1.1881, 0.8896, 1.2530], [-2.6109, -1.3313, -0.2540], [-0.8790, -1.3257, -0.5625], [-1.4548, -1.5401, 1.1189], [2.2331, 0.5695, -0.8520], [1.0885, 0.3428, -0.0787], [3.0637, 0.5401, -0.2658], [2.1580, 1.4598, -1.3415], [0.8412, 1.0514, 0.5988]]
}

---

Of them, the most stable is model two and the least stable is model one.

---

Model one:
{
  "formula": "C6H13N2S",
  "method": "ωB97M-V/def2-TZVPD",
  "e_homo_ev": -13.22,
  "orbital_gap_ev": 9.2,
  "total_charge": 1,
  "species": ["C", "C", "C", "N", "N", "C", "S", "C", "C", "H", "H", "H", "H", "H", "H", "H", "H", "H", "H", "H", "H", "H"],
  "coordinates": [[-1.1798, 1.0088, 1.9822], [-1.6645, -0.2442, 1.2621], [-0.5664, -1.2687, 0.9524], [0.7861, -0.6933, 0.8033], [1.1222, -0.2522, -0.4729], [2.3262, -0.1972, -0.9336], [2.5352, 0.5553, -2.4488], [0.7240, 0.5117, -2.6841], [0.1487, 0.5257, -1.2824], [-2.0249, 1.5453, 2.4109], [-0.6645, 1.7049, 1.3170], [-0.4939, 0.7609, 2.7927], [-2.2070, 0.0219, 0.3518], [-2.3961, -0.7519, 1.8927], [-0.8172, -1.8784, 0.0783], [-0.4649, -1.9609, 1.7881], [1.4981, -1.3500, 1.0966], [3.1562, -0.5885, -0.3572], [0.3969, 1.3544, -3.2862], [0.4922, -0.4209, -3.1988], [0.1351, 1.5300, -0.8483], [-0.8416, 0.0872, -1.2162]]
}

---

Model two:
{
  "formula": "C6H13N2S",
  "method": "ωB97M-V/def2-TZVPD",
  "e_homo_ev": -13.26,
  "orbital_gap_ev": 8.7,
  "total_charge": 1,
  "species": ["C", "C", "C", "N", "N", "C", "S", "C", "C", "H", "H", "H", "H", "H", "H", "H", "H", "H", "H", "H", "H", "H"],
  "coordinates": [[-1.6777, -1.7223, 0.2041], [-0.8705, -1.6338, -1.1341], [0.6572, -1.2798, -0.9445], [1.0053, -0.8406, 0.4191], [0.7390, 0.5027, 0.6649], [1.4857, 1.0795, 1.5803], [0.9788, 2.8009, 1.8538], [0.3235, 2.8078, 0.1172], [-0.3046, 1.3664, 0.0930], [-2.5778, -2.3302, 0.0011], [-1.9867, -0.7217, 0.5661], [-1.1299, -2.2170, 1.0248], [-1.3095, -0.8608, -1.7969], [-0.9612, -2.6128, -1.6363], [0.9820, -0.5856, -1.7458], [1.2164, -2.2235, -1.1137], [1.9585, -1.0707, 0.6659], [2.3111, 0.6018, 2.1257], [-0.3940, 3.6264, -0.0506], [1.2519, 2.8196, -0.4803], [-1.2955, 1.3139, 0.5787], [-0.4020, 1.1798, -0.9927]]
}

---

Of them, the most stable is model one and the least stable is model two.

---

Model one:
{
  "formula": "C21H32KN2O3P",
  "method": "ωB97M-V/def2-TZVPD",
  "e_homo_ev": -6.31,
  "orbital_gap_ev": 6.1,
  "species": ["K", "C", "C", "C", "C", "C", "C", "C", "C", "C", "C", "N", "C", "C", "C", "C", "C", "N", "H", "H", "H", "H", "H", "H", "H", "H", "H", "H", "H", "H", "H", "H", "H", "H", "H", "C", "C", "O", "P", "O", "C", "C", "O", "C", "C", "H", "H", "H", "H", "H", "H", "H", "H", "H", "H", "H", "H", "H", "H", "H"],
  "coordinates": [[10.1408, -14.4191, -9.2399], [8.2469, -14.7372, -5.7984], [7.3475, -13.7099, -6.6175], [7.5549, -12.3241, -6.1550], [7.0596, -12.0737, -4.8752], [7.2042, -10.7745, -4.3212], [7.9154, -9.8262, -5.0682], [8.5640, -10.1262, -6.2724], [9.7581, -9.2788, -6.7324], [9.4105, -7.8679, -7.3282], [8.2542, -11.3667, -6.8894], [8.6833, -11.8133, -8.1483], [8.6190, -10.9269, -9.1169], [8.8906, -11.1941, -10.5352], [8.6262, -10.2538, -11.5974], [8.9505, -10.8846, -12.7978], [9.5103, -12.1139, -12.4055], [9.4930, -12.2701, -11.0285], [7.9775, -15.7304, -6.2079], [7.8670, -14.6662, -4.7621], [9.2734, -14.4965, -5.9432], [6.2861, -14.0216, -6.2852], [7.3290, -13.9009, -7.6824], [6.5516, -12.8925, -4.2778], [7.0616, -10.5956, -3.2840], [8.0422, -8.8227, -4.6690], [10.2540, -9.8994, -7.5118], [10.5374, -9.1718, -5.9522], [8.9914, -7.9655, -8.3332], [10.3768, -7.3846, -7.5301], [8.7508, -7.2585, -6.7023], [8.3448, -9.8683, -8.9353], [8.1834, -9.2717, -11.4069], [8.9992, -10.5058, -13.7479], [9.9837, -12.8386, -13.0471], [6.6990, -19.9525, -6.4166], [6.4360, -19.1381, -7.7032], [7.6045, -18.3222, -7.8554], [7.5964, -17.2275, -9.0263], [7.2948, -18.1159, -10.4131], [7.2564, -17.4116, -11.7153], [8.2982, -18.0374, -12.7218], [9.2353, -16.9890, -9.0256], [10.2151, -18.1161, -9.3355], [11.5661, -17.5250, -9.6779], [5.8824, -20.6176, -6.1354], [7.0049, -19.3146, -5.5718], [7.6094, -20.5488, -6.6419], [5.5475, -18.5588, -7.5412], [6.3397, -19.7893, -8.5898], [7.5526, -16.3833, -11.5472], [6.2429, -17.4375, -12.1681], [8.5983, -17.2815, -13.3836], [7.9430, -18.9343, -13.1817], [9.2214, -18.3048, -12.1039], [9.7901, -18.7485, -10.1075], [10.2567, -18.6285, -8.3853], [11.5422, -16.8832, -10.5456], [12.3035, -18.2969, -9.9021], [12.0297, -16.9433, -8.8028]]
}

---

Model two:
{
  "formula": "C21H32KN2O3P",
  "method": "ωB97M-V/def2-TZVPD",
  "e_homo_ev": -6.84,
  "orbital_gap_ev": 6.6,
  "species": ["K", "C", "C", "C", "C", "C", "C", "C", "C", "C", "C", "N", "C", "C", "C", "C", "C", "N", "H", "H", "H", "H", "H", "H", "H", "H", "H", "H", "H", "H", "H", "H", "H", "H", "H", "C", "C", "O", "P", "O", "C", "C", "O", "C", "C", "H", "H", "H", "H", "H", "H", "H", "H", "H", "H", "H", "H", "H", "H", "H"],
  "coordinates": [[0.5909, 1.2264, -0.0569], [2.6276, -0.1004, -3.3853], [1.2395, -0.7278, -3.5855], [0.3697, 0.2782, -4.2755], [0.6579, 0.6171, -5.6110], [-0.1017, 1.6033, -6.2461], [-1.0861, 2.2931, -5.5480], [-1.4237, 1.9565, -4.2151], [-2.6030, 2.6953, -3.6118], [-3.5227, 3.3116, -4.6867], [-0.6722, 0.9290, -3.5599], [-0.8940, 0.6304, -2.1800], [-2.0913, 0.3096, -1.7478], [-2.5966, 0.4627, -0.4231], [-3.9877, 0.6688, -0.0702], [-4.0151, 1.1408, 1.2362], [-2.6840, 1.0977, 1.6657], [-1.8298, 0.7001, 0.6841], [3.1967, -0.5780, -2.6148], [2.5387, 0.9455, -3.1838], [3.1606, -0.1578, -4.3327], [0.7135, -1.0449, -2.6815], [1.3903, -1.6261, -4.1566], [1.5406, 0.1503, -6.1192], [0.1555, 1.9019, -7.2725], [-1.6402, 3.0583, -6.1187], [-2.3492, 3.4275, -2.8416], [-3.2155, 1.9827, -3.0541], [-3.3269, 4.3382, -5.0514], [-4.5608, 3.3896, -4.3039], [-3.6194, 2.7021, -5.5990], [-2.8796, 0.0757, -2.4946], [-4.8354, 0.6105, -0.7611], [-4.8721, 1.4692, 1.8360], [-2.3489, 1.4884, 2.5890], [3.3315, -1.0840, 6.4950], [3.9673, -0.9212, 5.1185], [3.0033, -1.4527, 4.1325], [1.9740, -0.4307, 3.3311], [1.3450, -1.5869, 2.3393], [2.0378, -2.1554, 1.2162], [2.2966, -3.6346, 1.5238], [0.6879, -0.3400, 4.3270], [-0.3775, -1.3716, 4.4546], [-0.9267, -1.2053, 5.8651], [4.1361, -0.8649, 7.2381], [2.8657, -2.0523, 6.6713], [2.5723, -0.3237, 6.7045], [4.8491, -1.5555, 4.9831], [4.1684, 0.1351, 4.8293], [2.9392, -1.5495, 0.9617], [1.4357, -2.0322, 0.2921], [2.6970, -3.7409, 2.5499], [3.0094, -3.9414, 0.7564], [1.3347, -4.1866, 1.4127], [0.0769, -2.3521, 4.2797], [-1.1194, -1.1273, 3.6394], [-0.1675, -1.2731, 6.6619], [-1.7079, -1.9704, 6.0154], [-1.4546, -0.2084, 5.9788]]
}

---

Of them, the most stable is model two and the least stable is model one.

---

Model one:
{
  "formula": "C3H8NO2",
  "method": "ωB97M-V/def2-TZVPD",
  "e_homo_ev": [-5.68, -9.58],
  "orbital_gap_ev": [6.2, 10.1],
  "spin_multiplicity": 2,
  "s_squared": 0.753,
  "species": ["O", "C", "O", "H", "H", "C", "C", "N", "H", "H", "H", "H", "H", "H"],
  "coordinates": [[-1.4079, 1.3837, 0.8036], [-1.3828, 2.2339, -0.0283], [-0.5293, 2.2273, -1.0740], [-2.1308, 3.0447, -0.0700], [-0.4423, 3.1169, -1.4440], [0.5844, -1.4442, 1.3366], [0.4757, -0.9527, -1.1089], [0.9369, -1.6882, -0.0534], [-0.2642, -2.0699, 1.6277], [1.4658, -1.5816, 1.9596], [0.2359, -0.4167, 1.4286], [0.4660, 0.1277, -1.0608], [0.6994, -1.3716, -2.0815], [1.2932, -2.6092, -0.2352]]
}

---

Model two:
{
  "formula": "C3H8NO2",
  "method": "ωB97M-V/def2-TZVPD",
  "e_homo_ev": [-4.34, -8.03],
  "orbital_gap_ev": [4.9, 8.2],
  "spin_multiplicity": 2,
  "s_squared": 0.754,
  "species": ["O", "C", "C", "C", "O", "N", "H", "H", "H", "H", "H", "H", "H", "H"],
  "coordinates": [[1.4103, 0.3813, -1.4756], [0.5186, -0.4767, -1.2881], [-0.0095, -0.7575, 0.0969], [0.4186, 0.2347, 1.1817], [-0.3921, 1.3845, 1.0456], [-1.5580, -0.7236, 0.1201], [0.3853, -1.2639, -2.0514], [0.3634, -1.7403, 0.3966], [0.2328, -0.2675, 2.1356], [1.4674, 0.4947, 1.0579], [-0.1221, 2.1421, 1.5893], [-1.7993, 0.1448, 0.6174], [-2.1404, -1.4793, 0.5189], [-1.9533, -0.6065, -0.8316]]
}

---

Of them, the most stable is model one and the least stable is model two.

---

Model one:
{
  "formula": "C7H13N2O2",
  "method": "ωB97M-V/def2-TZVPD",
  "e_homo_ev": -13.56,
  "orbital_gap_ev": 10.2,
  "total_charge": 1,
  "species": ["C", "C", "C", "C", "C", "C", "C", "N", "N", "O", "O", "H", "H", "H", "H", "H", "H", "H", "H", "H", "H", "H", "H", "H"],
  "coordinates": [[1.7433, 0.7261, 1.0582], [0.1427, -0.6825, 0.1285], [0.5793, 1.5340, -0.2920], [1.2840, 2.0079, -1.4873], [-0.3760, 2.4457, 0.4487], [-1.7826, -1.5944, -0.8959], [-0.5810, -2.8416, 0.9023], [1.0916, -0.4752, 1.0394], [-0.6144, -1.7488, 0.0203], [2.6347, 1.2226, 1.6870], [-0.0706, 0.2956, -0.6446], [1.8686, 1.3058, -1.9425], [1.9328, 2.7998, -1.3233], [0.5973, 2.3780, -2.3188], [-1.0660, 1.6891, 0.8844], [-0.8977, 2.9833, -0.2748], [0.2914, 2.9776, 1.2268], [-1.9821, -0.4715, -1.0539], [-1.6134, -2.0336, -1.8895], [-2.7609, -1.9152, -0.4998], [-1.1521, -2.7163, 1.7643], [-0.8661, -3.7242, 0.4496], [0.4548, -2.9877, 1.2148], [1.1422, -1.1743, 1.7982]]
}

---

Model two:
{
  "formula": "C7H13N2O2",
  "method": "ωB97M-V/def2-TZVPD",
  "e_homo_ev": -11.86,
  "orbital_gap_ev": 8.7,
  "total_charge": 1,
  "smiles": "CC(/C=C\\C=C(/N)[NH3+])=C(O)O",
  "species": ["C", "C", "C", "C", "C", "C", "N", "N", "C", "O", "O", "H", "H", "H", "H", "H", "H", "H", "H", "H", "H", "H", "H", "H"],
  "coordinates": [[-1.7081, 1.7868, -1.4172], [-0.4996, 0.9799, -1.0726], [-0.1276, -0.2098, -1.9378], [-0.2563, -1.3634, -1.3194], [-0.6617, -1.2584, 0.0759], [0.2922, -1.4171, 0.9867], [1.5402, -1.9417, 0.8599], [0.1963, -0.7628, 2.4549], [0.3237, 1.2104, -0.0935], [1.6139, 0.6801, 0.0724], [0.0980, 2.0058, 1.0373], [-2.6681, 1.3247, -1.6284], [-1.3682, 2.2944, -2.2769], [-1.7060, 2.5574, -0.6671], [-0.0699, -0.1143, -2.9764], [-0.0900, -2.2963, -1.7616], [-1.7014, -0.9447, 0.2288], [1.5480, -2.3410, -0.1608], [2.3647, -1.4119, 1.1733], [0.5599, -1.4357, 3.2039], [-0.7712, -0.6478, 2.5775], [0.5842, 0.2346, 2.4420], [1.9600, 0.2724, -0.7404], [0.5472, 2.7985, 0.9395]]
}

---

Of them, the most stable is model one and the least stable is model two.